1.
Below is a 8-piece molecular cluster, C30H60O14S6 overall at a distorted geometry, with properties calculated with ωB97M-V/def2-TZVPD.

- SMILES = O=S1(=O)CCCC1.O=S1(=O)CCCC1.O=S1(=O)CCCC1.O=S1(=O)CCCC1.O=S1(=O)CCCC1.O=S1(=O)CCCC1.CC(C)=O.CC(C)=O
- E_HOMO (eV) = -9.71
- total energy (eV) = -125755.2623
- orbital gap (Eh) = 0.354
- energy above the lowest of the compared OMol25 structures with the same formula, charge and spin (kcal per mole) = 23.8

ORCA input file:
```
! RIJCOSX wB97M-V def2-TZVPD def2/J DEFGRID3
* xyz 0 1
O 24.9764 -9.5715 7.8313
S 25.3127 -11.0002 7.7828
O 24.9857 -11.8271 6.6152
C 27.0934 -11.2417 8.3094
C 27.0679 -11.6363 9.8066
C 25.8468 -12.5180 10.0227
C 24.6398 -11.8326 9.3397
H 27.6018 -10.2888 8.1630
H 27.4400 -12.0264 7.6369
H 27.9832 -12.1047 10.1684
H 26.9940 -10.7456 10.4305
H 25.6247 -12.7258 11.0694
H 26.0623 -13.4709 9.5393
H 24.2505 -11.0304 9.9666
H 23.8741 -12.5040 8.9512
O 29.4177 -9.6329 -3.9482
S 29.8915 -10.9463 -3.5592
O 29.9730 -12.0375 -4.5018
C 31.5195 -10.7573 -2.7411
C 31.2221 -10.8422 -1.2374
C 30.2048 -11.9458 -1.0651
C 29.0242 -11.5302 -1.9413
H 31.9146 -9.8546 -3.2071
H 32.1070 -11.6366 -3.0052
H 32.1209 -11.1173 -0.6855
H 30.9742 -9.8468 -0.8691
H 29.8062 -11.9122 -0.0512
H 30.5909 -12.9525 -1.2250
H 28.5497 -10.6231 -1.5669
H 28.3125 -12.3315 -2.1402
O 25.6883 -8.2115 5.5703
S 26.6081 -9.0695 4.8180
O 27.5675 -9.8760 5.5565
C 25.6524 -10.1950 3.6876
C 25.7354 -9.5117 2.3086
C 27.1129 -8.9081 2.1309
C 27.3980 -8.1396 3.4206
H 24.6196 -10.3992 3.9700
H 26.1246 -11.1774 3.6785
H 25.6003 -10.2513 1.5194
H 24.9150 -8.8281 2.0899
H 27.1975 -8.2132 1.2954
H 27.9373 -9.5657 1.8554
H 26.8269 -7.2189 3.3013
H 28.4463 -7.9272 3.6303
O 25.4547 -20.9367 3.5406
S 26.2830 -19.7351 3.6087
O 26.4588 -18.9960 4.8536
C 27.9382 -20.1574 2.8406
C 27.8621 -19.5953 1.3385
C 26.4476 -19.0796 0.9877
C 25.6833 -18.6026 2.2308
H 28.0687 -21.2389 2.8768
H 28.6729 -19.6863 3.4936
H 28.5611 -18.7618 1.2695
H 28.1724 -20.2723 0.5426
H 26.0082 -20.0050 0.6154
H 26.4147 -18.4501 0.0985
H 24.5983 -18.4982 2.2182
H 26.2210 -17.6766 2.4347
O 23.7916 -15.3376 9.6004
S 23.0597 -16.0492 8.5497
O 21.8374 -16.7330 8.9145
C 22.6960 -14.9038 7.1204
C 23.5380 -15.4987 5.9912
C 24.7555 -16.2094 6.5441
C 24.1972 -17.1553 7.6439
H 22.9949 -13.9094 7.4522
H 21.6265 -14.9565 6.9169
H 22.9307 -16.1769 5.3916
H 23.8081 -14.6597 5.3500
H 25.4379 -15.4751 6.9723
H 25.3325 -16.7428 5.7887
H 24.9508 -17.6160 8.2826
H 23.5885 -17.9283 7.1749
O 30.5757 -12.8132 2.5502
S 29.1338 -12.9980 2.7801
O 28.1164 -12.2654 2.0247
C 28.7274 -14.8748 2.8454
C 28.1827 -15.1918 4.2569
C 27.6395 -13.8866 4.8405
C 28.7991 -12.8262 4.5604
H 29.7132 -15.3151 2.6953
H 28.0848 -15.1578 2.0117
H 27.3482 -15.8892 4.3298
H 28.9456 -15.6001 4.9198
H 27.3382 -13.9863 5.8833
H 26.6529 -13.7521 4.3971
H 29.6320 -13.1874 5.1635
H 28.4823 -11.8242 4.8499
C 32.4573 -15.1266 6.7927
C 32.4586 -15.1223 5.2988
C 33.5788 -14.2557 4.7258
O 31.5964 -15.7203 4.6333
H 31.5214 -15.4951 7.2127
H 32.6068 -14.0961 7.1148
H 33.0997 -15.8713 7.2627
H 33.9472 -14.6329 3.7718
H 34.5002 -14.2709 5.3079
H 33.1836 -13.2583 4.5334
C 31.3083 -9.5424 2.5106
C 31.1501 -9.3076 3.9905
C 30.9945 -10.5019 4.9082
O 31.0655 -8.1716 4.3975
H 31.7322 -8.6719 2.0099
H 30.3699 -9.8740 2.0662
H 32.0628 -10.3233 2.4148
H 31.6100 -10.3228 5.7898
H 31.4449 -11.3504 4.3931
H 29.9846 -10.6402 5.2941
*
```

Results of the Mulliken charge analysis, in e, for atoms 1 through 8: number 1, O, carries -0.685; number 2, S, carries 1.040; number 3, O, carries -0.487; number 4, C, carries -0.128; number 5, C, carries -0.905; number 6, C, carries -0.350; number 7, C, carries -0.602; number 8, H, carries 0.422


2.
Below is a 3-piece molecular cluster, C33H49Br2N3O6P2S overall at a distorted geometry, with properties calculated with ωB97M-V/def2-TZVPD.

- SMILES = COCCCCCCCCCCc1c([PH2]=N)cc(OC#N)c2c1N(Br)c1c(COC)c(P(O)Br)cc(C)c1S2.CC(C)=O.CC(C)=O
- E_HOMO (eV) = -8.30
- total energy (eV) = -221261.2565
- orbital gap (Eh) = 0.278

ORCA input file:
```
! RIJCOSX wB97M-V def2-TZVPD def2/J DEFGRID3
* xyz 0 1
C -7.9238 4.2156 1.0731
O -8.2763 3.0993 0.2431
C -7.1411 2.2094 0.0672
C -7.5602 0.8143 0.6669
C -6.3312 -0.2105 0.7656
C -5.9331 -0.5704 -0.7392
C -4.9864 -1.8325 -0.7225
C -4.4826 -2.2154 -2.1908
C -3.6661 -0.9381 -2.7194
C -2.4739 -1.4213 -3.6352
C -1.0784 -1.4936 -2.8572
C -0.3997 -0.0615 -2.7086
C 1.1674 -0.1046 -2.8624
C 1.7284 -0.5036 -4.1620
P 0.7705 -0.9609 -5.6876
N 0.8073 0.3182 -6.6585
C 3.2113 -0.5227 -4.2935
C 4.0986 -0.1443 -3.1929
O 5.4984 -0.1727 -3.3974
C 6.0026 1.1079 -3.4043
N 6.2561 2.1761 -3.0577
C 3.4635 0.2644 -1.9144
C 2.0166 0.2933 -1.7022
N 1.3156 0.7022 -0.5104
Br 0.7621 2.5054 -0.5697
C 2.0476 0.4877 0.7197
C 1.2211 0.2671 1.9398
C -0.3519 0.2365 1.8877
O -0.8122 1.5742 2.0662
C -2.2103 1.6975 1.7682
C 1.8279 0.0778 3.2790
P 0.8261 -0.1770 4.8447
O 1.8660 -0.3133 6.1631
Br -0.3853 1.7178 5.2894
C 3.3145 0.1151 3.4344
C 4.1298 0.3098 2.2244
C 5.6859 0.3490 2.4062
C 3.5019 0.4999 0.9010
S 4.5799 0.7604 -0.5472
H -6.9298 4.6611 0.7973
H -8.7137 5.0000 0.9058
H -7.9212 3.9731 2.1731
H -6.1953 2.6270 0.5194
H -6.9620 2.1732 -1.0480
H -8.2842 0.3486 -0.0531
H -7.9934 0.9462 1.7003
H -6.5889 -1.1300 1.3523
H -5.4517 0.3616 1.1841
H -6.8495 -0.8006 -1.3641
H -5.4675 0.3516 -1.1742
H -4.0637 -1.5984 -0.1110
H -5.5192 -2.7353 -0.3134
H -3.7139 -3.0432 -2.1453
H -5.3399 -2.4772 -2.8632
H -3.2667 -0.3201 -1.8640
H -4.3730 -0.2906 -3.3157
H -2.6514 -2.4038 -4.1536
H -2.3255 -0.6297 -4.4351
H -0.4179 -2.1756 -3.4679
H -1.2898 -1.9699 -1.8559
H -0.7088 0.3186 -1.6928
H -0.8737 0.6538 -3.4448
H -0.6006 -1.2495 -5.4539
H 1.4094 -2.0267 -6.4033
H -0.1529 0.6252 -6.8563
H 3.6572 -0.8338 -5.2781
H -0.6653 -0.2146 0.8912
H -0.7942 -0.4089 2.7018
H -2.4364 2.7802 1.5513
H -2.4133 1.0792 0.8362
H -2.8721 1.3191 2.5987
H 2.5946 0.3405 6.0802
H 3.8091 0.0033 4.4303
H 6.1591 1.1721 1.8120
H 5.9607 0.3621 3.4928
H 6.0938 -0.6267 1.9948
C -0.7415 -3.5010 1.9595
C -1.2099 -3.9820 0.6099
C -0.2500 -4.8165 -0.1985
O -2.3154 -3.7081 0.1909
H -1.5323 -2.9139 2.4283
H -0.5124 -4.3546 2.6001
H 0.1427 -2.8695 1.8437
H 0.0007 -5.7284 0.3467
H 0.6551 -4.2430 -0.4094
H -0.7185 -5.0916 -1.1443
C 9.2782 2.7919 2.0479
C 9.0946 2.2341 3.4360
C 10.3349 1.8159 4.1832
O 7.9931 2.1261 3.9317
H 8.3045 3.0505 1.6303
H 9.8927 3.6932 2.0872
H 9.7477 2.0445 1.4054
H 10.9960 2.6743 4.3167
H 10.8510 1.0254 3.6350
H 10.0536 1.4346 5.1653
*
```

Results of the Mulliken charge analysis, in e, for atoms 1 through 8: number 1, C, carries -0.609; number 2, O, carries -0.340; number 3, C, carries -0.268; number 4, C, carries -0.503; number 5, C, carries -0.263; number 6, C, carries -0.464; number 7, C, carries -0.389; number 8, C, carries -0.716


3.
Below is one molecule with the formula C4H4O2S at a distorted geometry, with properties calculated with ωB97M-V/def2-TZVPD.

- SMILES = Oc1cocc1S
- E_HOMO (eV) = -8.73
- total energy (eV) = -19140.4456
- orbital gap (Eh) = 0.330
- energy above the lowest of the compared OMol25 structures with the same formula, charge and spin (kcal per mole) = 58.7

ORCA input file:
```
! RIJCOSX wB97M-V def2-TZVPD def2/J DEFGRID3
* xyz 0 1
O -0.4320 2.1897 0.1257
C -0.6763 0.8186 -0.1205
C -1.8478 0.0939 -0.0699
O -1.7151 -1.2308 -0.0050
C -0.3565 -1.4346 0.0756
C 0.2519 -0.2676 -0.0574
S 2.0736 -0.1180 -0.0452
H 0.5145 2.2126 -0.1332
H -2.9341 0.5605 0.2152
H 0.0973 -2.4000 -0.0329
H 2.0931 -1.4182 0.7420
*
```

Results of the Mulliken charge analysis, in e, for atoms 1 through 8: number 1, O, carries -0.466; number 2, C, carries 0.345; number 3, C, carries -0.326; number 4, O, carries -0.288; number 5, C, carries -0.564; number 6, C, carries 0.451; number 7, S, carries -0.283; number 8, H, carries 0.294


> Which formula does entry 2 have?

C33H49Br2N3O6P2S